(1)
Formula: C21H29N3O2S
Source: the Open Molecules 2025 dataset
Level of theory: wB97M-V/def2-TZVPD

XYZ file:
```
56
Properties=species:S:1:pos:R:3:forces:R:3
C -1.8321 -4.5612 -1.2776 1.39 3.87 -3.76
H -1.7861 -4.1748 -2.4056 -0.15 -0.78 1.83
H -2.7153 -4.0272 -0.9536 0.21 0.29 0.90
H -2.1012 -5.5586 -1.4035 0.20 -1.94 0.34
C -0.4287 -4.2117 -0.6668 -9.07 -2.54 6.14
N -0.1187 -2.9560 -0.1756 -2.92 -1.25 -0.67
C 0.3450 -2.2017 -1.2126 -4.30 -1.78 -7.59
C 0.4891 -0.8142 -1.1681 -2.32 2.53 6.24
N 1.5113 -0.7244 -0.0958 0.12 0.63 3.35
C 0.9643 -1.3613 1.1597 4.30 -4.75 -1.91
C 0.8231 -3.0947 0.7967 3.77 9.83 -2.96
H 0.5622 -3.5337 1.5877 -1.90 -3.95 6.03
H 1.8267 -3.1072 0.4198 0.91 -1.40 -0.06
H 1.6964 -1.4188 1.9687 0.00 0.80 -0.18
H 0.0787 -0.9945 1.4318 -3.59 1.37 1.25
C 2.0741 0.6093 0.3397 -3.26 0.97 -7.84
C 3.4163 0.5922 0.7777 2.49 -1.09 0.42
C 4.5960 0.4401 0.0530 -7.97 2.14 -3.22
C 5.6332 0.1204 0.6181 10.80 -2.74 9.86
C 5.4658 -0.0131 2.1533 1.83 -0.33 -3.06
S 3.8598 0.1922 2.3035 -1.73 0.19 3.88
H 6.2169 -0.2568 3.0049 -1.69 0.54 -1.88
H 6.6970 0.0211 0.3329 -1.08 0.05 -0.65
H 4.5845 0.4543 -0.9396 -0.42 0.57 -4.27
H 2.1349 0.9402 -1.0619 0.25 0.32 3.78
C 1.1520 1.5893 1.0734 4.61 0.59 4.33
N -0.0817 1.9427 0.6284 -5.60 -3.56 -0.25
C -1.2683 1.2781 1.2261 4.02 2.91 6.44
O -1.0891 0.9355 2.5422 -1.37 0.64 -7.00
C -2.5753 1.6654 0.6932 1.47 -1.33 -2.19
C -3.6470 1.0561 1.2713 3.51 1.62 3.43
C -4.8552 1.2908 0.7603 -3.57 -4.63 7.33
C -5.1802 1.8183 -0.3504 11.70 3.80 -2.90
C -4.0220 2.4586 -1.0865 -2.56 -3.95 5.94
C -2.7238 2.2918 -0.6014 -6.62 -1.62 2.46
O -1.7838 2.5201 -1.3489 6.56 2.35 -4.75
C -1.9038 3.3717 -2.7473 -4.49 -5.85 4.05
H -0.9958 3.5885 -2.6760 7.75 1.88 -1.21
H -2.3636 2.6177 -3.2925 -0.32 -0.68 -2.00
H -2.4800 4.0739 -2.3743 -3.09 3.89 0.72
H -4.3727 2.8686 -1.8950 -0.69 2.50 -4.85
H -6.0767 1.8111 -0.5074 -9.77 0.71 -3.04
H -5.6509 0.8896 1.5081 0.72 0.63 -1.74
H -3.3507 0.8148 2.3598 -1.15 -0.57 -1.85
H -0.1047 2.1124 -0.3710 -0.41 -0.02 0.12
C 1.7942 3.0497 1.1401 2.95 -0.71 1.35
H 2.8548 2.9739 1.6414 -1.77 0.24 -1.07
H 1.2411 3.7946 1.8302 0.44 -1.32 -1.73
H 1.9972 3.3109 0.0508 -0.55 0.39 1.43
H 1.2391 1.0670 2.1702 -1.20 1.74 -2.22
H 0.7567 -0.2862 -1.9918 0.99 1.11 -2.65
H -0.5559 -0.4459 -0.7963 1.53 0.10 -0.58
H -0.6391 -2.3691 -2.3503 2.55 0.38 3.14
H 1.1675 -2.5894 -1.6931 2.36 -1.45 -1.00
H 0.2332 -4.8250 -0.9839 5.15 -3.52 -2.76
H -0.7083 -5.0356 0.5836 1.00 2.18 -2.93
```
Positions in Å, forces in eV/Å.

Max |F|   14.9 eV Å⁻¹
E_LUMO   0.0025 hartree
Kohn-Sham gap   8.221 eV
Relative energy (zero: lowest compared OMol25 entry of this formula, charge and spin)   21.288 eV
E   -41629.80158 eV

(2)
Formula: C2H3F6N3
Source: the Open Molecules 2025 dataset
Level of theory: wB97M-V/def2-TZVPD

XYZ file:
```
14
Properties=species:S:1:pos:R:3:forces:R:3
C 1.7475 -1.0308 -0.3577 0.35 3.69 2.89
C -1.7930 -0.6791 0.1389 -0.11 1.25 1.91
N -0.5841 1.2899 -0.4533 0.31 -0.09 -3.05
N 0.8795 -1.3725 -1.3451 0.53 1.06 -1.08
N -1.0136 0.0875 -0.7761 0.04 0.15 -0.67
F 2.4067 0.1735 -0.5856 -0.68 -0.51 -1.17
F 1.0985 -0.6232 0.8748 0.31 -1.33 -1.00
F 2.7348 -1.8176 -0.0196 -0.10 -1.58 -0.11
F -2.9352 -1.0220 -0.3894 -1.65 0.74 -0.82
F -2.0754 -0.0934 1.3908 0.66 -0.39 -1.82
F -1.2245 -1.8272 0.3623 1.39 -1.47 0.88
H -0.1011 1.4483 0.3660 0.61 0.04 3.01
H 0.0388 1.6824 -1.1978 -1.21 -0.58 0.41
H 0.2996 -2.1571 -1.1757 -0.44 -0.98 0.60
```
Positions in Å, forces in eV/Å.

Max |F|   4.7 eV Å⁻¹
E_LUMO (alpha / beta)   -0.0826 / -0.0378 hartree
Kohn-Sham gap (alpha / beta)   7.463 / 10.346 eV
Relative energy (zero: lowest compared OMol25 entry of this formula, charge and spin)   1.536 eV
E   -22894.28478 eV